This record from the OMol25 dataset describes a cluster of 2 separate species, C5H9N2O in total in a non-equilibrium geometry. The level of theory is ωB97M-V/def2-TZVPD.

Properties
Calculated total energy ... -10346.702 eV
Relative energy (zero: lowest compared OMol25 entry of this formula, charge and spin) ... 136.5 kcal/mol
Orbital gap (spin up / spin down) ... 8.20 / 8.20 eV
Total charge ... +1
Highest occupied orbital energy (spin up / spin down) ... -13.980 / -13.980 eV
Lowest unoccupied orbital energy (spin up / spin down) ... -5.78 / -5.78 eV

Positions of all 17 atoms, in Å:
C: -0.409 0.301 0.989
C: -0.843 1.640 0.777
C: 0.031 -0.004 2.220
C: -0.697 -0.677 -0.127
C: -1.447 0.164 -1.185
N: -1.637 1.416 -1.152
N: 1.909 -1.330 -1.565
O: -0.670 2.741 1.349
H: 0.304 -1.083 2.546
H: 0.169 0.702 3.126
H: 0.127 -1.025 -0.618
H: -1.009 -1.518 0.368
H: -1.629 -0.520 -2.083
H: 2.241 -0.538 -2.115
H: 1.828 -2.150 -2.246
H: 2.854 -1.506 -1.033
H: -1.122 3.388 0.753



This record from the OMol25 dataset describes a cluster of 2 separate species, C5H9N2O in total in a non-equilibrium geometry. The level of theory is ωB97M-V/def2-TZVPD.

Properties
Calculated total energy ... -10347.818 eV
Relative energy (zero: lowest compared OMol25 entry of this formula, charge and spin) ... 110.8 kcal/mol
Orbital gap ... 8.57 eV
Total charge ... +1
Highest occupied orbital energy ... -12.186 eV
Lowest unoccupied orbital energy ... -3.62 eV

Positions of all 17 atoms, in Å:
C: 1.328 0.486 -1.691
C: 1.746 -0.704 -1.257
C: -0.019 0.665 -1.103
C: -0.225 -0.440 -0.326
C: -1.095 -1.472 1.754
N: -0.893 1.800 -1.157
N: -0.239 -0.911 2.620
O: 0.816 -1.230 -0.415
H: 1.874 1.072 -2.416
H: 2.734 -1.068 -1.358
H: -2.093 -1.240 1.928
H: -0.806 -2.292 1.217
H: -1.195 2.016 -0.216
H: -1.769 1.594 -1.672
H: -0.530 0.119 3.006
H: -0.390 2.620 -1.495
H: 0.756 -1.015 2.581



This record from the OMol25 dataset describes a cluster of 2 separate species, C5H9N2O2 in total in a non-equilibrium geometry. The level of theory is ωB97M-V/def2-TZVPD.

Properties
Calculated total energy ... -12393.149 eV
Relative energy (zero: lowest compared OMol25 entry of this formula, charge and spin) ... 180.0 kcal/mol
Orbital gap (spin up / spin down) ... 5.63 / 3.50 eV
Total charge ... +1
Highest occupied orbital energy (spin up / spin down) ... -10.579 / -9.394 eV
Lowest unoccupied orbital energy (spin up / spin down) ... -4.95 / -5.90 eV

Positions of all 18 atoms, in Å:
C: -0.722 1.460 -1.805
C: -0.941 0.325 -1.087
C: 1.177 0.935 -0.823
C: -0.818 0.021 2.397
C: 0.440 -1.212 0.191
N: 0.571 1.822 -1.634
N: 0.265 -0.062 -0.480
O: -0.512 -2.141 0.175
O: 1.697 -1.535 0.736
H: -1.293 2.011 -2.514
H: -1.886 -0.090 -1.230
H: 2.254 1.123 -0.535
H: -1.229 0.972 2.344
H: -1.537 -0.785 2.093
H: 0.042 0.036 2.997
H: 1.159 2.606 -1.927
H: -0.301 -3.053 -0.076
H: 1.633 -2.433 1.179



This record from the OMol25 dataset describes a structure of composition C5H9N2O4S in a non-equilibrium geometry. The level of theory is ωB97M-V/def2-TZVPD.

Properties
Calculated total energy ... -27330.904 eV
Relative energy (zero: lowest compared OMol25 entry of this formula, charge and spin) ... 174.0 kcal/mol
Orbital gap (spin up / spin down) ... 5.61 / 5.67 eV
Total charge ... -1
Highest occupied orbital energy (spin up / spin down) ... -3.379 / -3.412 eV
Lowest unoccupied orbital energy (spin up / spin down) ... 2.23 / 2.26 eV

Positions of all 21 atoms, in Å:
C: 2.615 -1.249 -0.404
C: -3.358 -0.514 0.214
C: 0.164 -0.735 -0.206
C: -4.080 0.837 0.375
C: -1.139 -1.126 -0.050
N: 3.340 1.427 -0.805
N: -2.103 -0.174 0.097
O: 0.554 0.555 -0.229
O: -3.872 -1.615 0.204
O: 1.290 -1.577 -0.130
O: 4.884 -0.222 0.267
S: 3.504 0.192 0.466
H: 3.103 -2.180 -0.549
H: -3.981 1.455 -0.395
H: -5.199 0.784 0.617
H: -3.566 1.382 1.152
H: -1.352 -2.191 0.283
H: 2.310 1.399 -0.988
H: 3.598 0.791 -1.571
H: -0.255 1.194 -0.013
H: 3.542 1.567 1.665



This record from the OMol25 dataset describes a structure of composition C5H9N2O5S in a non-equilibrium geometry. The level of theory is ωB97M-V/def2-TZVPD.

Properties
Calculated total energy ... -29374.360 eV
Orbital gap ... 10.18 eV
Total charge ... +1
Highest occupied orbital energy ... -15.242 eV
Lowest unoccupied orbital energy ... -5.06 eV

Positions of all 22 atoms, in Å:
C: -0.390 -0.296 -0.792
C: 0.467 -1.438 0.908
C: -0.978 -1.787 0.552
C: 2.314 1.270 -0.861
C: 1.462 0.931 0.349
N: 0.653 -0.292 0.011
N: -0.955 -1.572 -0.838
O: -3.383 -0.363 -0.776
O: -2.795 1.632 0.589
O: -1.099 0.714 -1.105
O: -1.820 -0.547 1.093
O: 0.638 1.925 0.801
S: -2.523 0.380 0.050
H: 0.584 -1.105 1.940
H: 1.145 -2.267 0.685
H: -1.446 -2.691 0.931
H: 1.695 1.588 -1.696
H: 2.998 2.076 -0.603
H: 2.900 0.406 -1.159
H: 2.087 0.629 1.196
H: -1.828 -1.655 -1.356
H: 0.276 2.463 0.081



This record from the OMol25 dataset describes the ion C5H9N2S with charge +1 in a non-equilibrium geometry. The level of theory is ωB97M-V/def2-TZVPD.

Properties
Calculated total energy ... -19138.132 eV
Relative energy (zero: lowest compared OMol25 entry of this formula, charge and spin) ... 36.9 kcal/mol
Orbital gap (spin up / spin down) ... 8.89 / 8.89 eV
Total charge ... +1
Highest occupied orbital energy (spin up / spin down) ... -14.348 / -14.348 eV
Lowest unoccupied orbital energy (spin up / spin down) ... -5.46 / -5.46 eV

Positions of all 17 atoms, in Å:
C: -1.080 0.169 2.049
C: -0.031 -1.650 1.161
C: 0.263 0.256 -0.326
C: 1.408 0.950 -0.887
C: -0.974 0.337 -1.287
N: -0.929 -1.076 1.878
N: 0.559 -1.105 0.139
S: -0.138 1.299 1.216
H: -1.821 0.526 2.702
H: 0.126 -2.572 1.603
H: 2.230 0.828 -0.281
H: 1.270 2.040 -0.976
H: 1.549 0.488 -1.778
H: -1.768 -0.477 -1.221
H: -0.444 0.272 -2.206
H: -1.370 1.311 -1.226
H: 1.150 -1.597 -0.560



This record from the OMol25 dataset describes the ion C5H9N2S with charge +1 in a non-equilibrium geometry. The level of theory is ωB97M-V/def2-TZVPD.

Properties
Calculated total energy ... -19134.543 eV
Relative energy (zero: lowest compared OMol25 entry of this formula, charge and spin) ... 119.6 kcal/mol
Orbital gap (spin up / spin down) ... 7.12 / 7.11 eV
Total charge ... +1
Highest occupied orbital energy (spin up / spin down) ... -13.669 / -13.668 eV
Lowest unoccupied orbital energy (spin up / spin down) ... -6.55 / -6.56 eV

Positions of all 17 atoms, in Å:
C: -1.491 1.382 0.861
C: -0.422 2.054 0.643
C: 0.258 0.773 -1.289
C: 0.424 -0.623 -0.728
C: -0.198 -1.990 1.229
N: -0.112 -0.817 0.384
N: 0.536 1.836 -0.357
S: 1.423 -1.884 -1.561
H: -2.155 1.023 1.605
H: -0.314 2.819 1.362
H: 0.730 0.817 -2.277
H: -0.783 0.804 -1.601
H: -1.135 -1.889 1.867
H: -0.080 -2.926 0.530
H: 0.571 -1.885 2.038
H: 1.487 1.702 -0.003
H: 1.261 -1.196 -2.702



This record from the OMol25 dataset describes a structure of composition C5H9N2S in a non-equilibrium geometry. The level of theory is ωB97M-V/def2-TZVPD.

Properties
Calculated total energy ... -19137.265 eV
Relative energy (zero: lowest compared OMol25 entry of this formula, charge and spin) ... 56.8 kcal/mol
Orbital gap (spin up / spin down) ... 7.72 / 7.72 eV
Total charge ... +1
Highest occupied orbital energy (spin up / spin down) ... -12.761 / -12.761 eV
Lowest unoccupied orbital energy (spin up / spin down) ... -5.05 / -5.04 eV

Positions of all 17 atoms, in Å:
C: -1.689 -2.250 0.730
C: -0.636 -2.703 1.543
C: -1.714 -1.135 -0.160
C: 0.634 -2.134 1.600
C: -0.788 -0.241 -0.388
N: -0.359 0.822 -0.955
N: 1.648 2.526 -0.675
S: 1.113 -0.776 0.772
H: -2.635 -2.719 0.666
H: -0.703 -3.641 2.214
H: -2.596 -1.031 -0.918
H: 1.463 -2.762 2.163
H: -1.077 1.531 -0.999
H: 0.644 1.357 -0.917
H: 1.814 2.670 -1.653
H: 2.468 2.481 -0.093
H: 0.984 3.220 -0.351



This record from the OMol25 dataset describes the ion C5H9N2S2 with charge +1 in a non-equilibrium geometry. The level of theory is ωB97M-V/def2-TZVPD.

Properties
Calculated total energy ... -29972.082 eV
Relative energy (zero: lowest compared OMol25 entry of this formula, charge and spin) ... 82.1 kcal/mol
Orbital gap ... 7.33 eV
Total charge ... +1
Highest occupied orbital energy ... -12.113 eV
Lowest unoccupied orbital energy ... -4.78 eV

Positions of all 18 atoms, in Å:
C: -2.052 -0.691 -0.569
C: -1.699 1.530 0.439
C: 0.593 0.771 0.699
C: 0.833 0.423 -0.588
C: 1.936 -0.501 -0.847
N: -2.159 0.528 -0.199
N: -0.476 1.563 1.059
S: -2.195 -2.198 0.268
S: 2.515 -1.489 0.640
H: -1.938 -0.721 -1.725
H: -2.228 2.380 0.606
H: 1.141 0.426 1.439
H: 0.470 0.696 -1.559
H: -2.459 -1.737 1.476
H: 1.877 -1.311 -1.668
H: 2.727 0.012 -1.254
H: -0.507 2.244 1.790
H: 3.622 -1.925 -0.008



This record from the OMol25 dataset describes a structure of composition C5H9N3 in a non-equilibrium geometry. The level of theory is ωB97M-V/def2-TZVPD.

Properties
Calculated total energy ... -9799.032 eV
Relative energy (zero: lowest compared OMol25 entry of this formula, charge and spin) ... 56.2 kcal/mol
Orbital gap ... 8.32 eV
Total charge ... 0
Highest occupied orbital energy ... -7.555 eV
Lowest unoccupied orbital energy ... 0.76 eV

Positions of all 17 atoms, in Å:
C: -0.602 0.219 -0.104
C: -1.666 1.248 -0.375
N: 1.490 -0.722 1.383
N: -0.376 -0.757 -1.667
C: 0.204 -0.986 1.697
C: 0.780 0.555 -0.473
C: 1.797 0.104 0.315
N: -0.817 -0.544 1.025
H: 2.231 -1.075 1.969
H: -0.040 -1.694 -1.464
H: -1.059 -0.771 -2.423
H: 0.039 -1.643 2.542
H: 0.964 1.286 -1.246
H: 2.844 0.271 0.115
H: -2.648 0.782 -0.301
H: -1.537 1.682 -1.364
H: -1.604 2.045 0.371